Molecular formula: C48H42F12NO5P5SSr
Method: DFT, ωB97M-V/def2-TZVPD

Each line ends with the Löwdin charge.
CARTESIAN COORDINATES (ANGSTROEM)
Sr 0.28281 0.92001 0.04648  1.55
O -2.72316 2.96002 1.91416  -0.15
S -1.63788 2.11633 1.60067  0.57
O -1.86646 0.98073 0.74478  -0.46
O -0.43240 2.96178 0.90029  -0.32
C -0.99756 4.03508 0.06251  -0.25
C -1.04778 5.25632 0.69396  0.01
C -1.63310 6.30827 0.01383  -0.04
C -2.16398 6.09743 -1.25396  -0.05
C -2.08408 4.85095 -1.84812  -0.07
C -1.47968 3.76199 -1.20915  -0.27
P -1.37602 2.11730 -2.10298  1.09
C -0.52742 2.55786 -3.65002  -0.38
C -0.45569 1.55690 -4.62235  -0.13
C 0.27740 1.74699 -5.77959  -0.07
C 0.97629 2.93248 -5.96907  -0.07
C 0.93580 3.91838 -4.99772  -0.07
C 0.18882 3.73306 -3.84087  -0.08
C -3.15375 1.97816 -2.56868  -0.36
C -3.59650 1.91620 -3.88429  -0.08
C -4.94621 1.72780 -4.16645  -0.07
C -5.86581 1.60777 -3.13931  -0.08
C -5.43315 1.69000 -1.82042  -0.07
C -4.09072 1.86831 -1.53971  -0.11
H -0.63706 5.36474 1.68789  0.14
H -1.68829 7.28280 0.47884  0.12
H -2.64167 6.91136 -1.78230  0.11
H -2.49845 4.69883 -2.83753  0.12
H -0.96061 0.60948 -4.46385  0.10
H 0.32286 0.96139 -6.52198  0.11
H 1.56931 3.07526 -6.86259  0.11
H 1.49789 4.83355 -5.12747  0.11
H 0.19052 4.50712 -3.08577  0.10
H -2.90072 2.02148 -4.70485  0.09
H -5.27096 1.67698 -5.19750  0.11
H -6.91380 1.45428 -3.36039  0.10
H -6.14344 1.60867 -1.00778  0.11
H -3.77819 1.92704 -0.50496  0.08
C -0.25695 -3.51075 -1.13619  -0.38
C -0.78303 -2.08400 -0.99410  -0.43
P -2.57336 -1.69562 -1.30572  1.09
C -2.97225 -2.80449 -2.70086  -0.38
C -4.11348 -3.59933 -2.75487  -0.09
C -4.41174 -4.33220 -3.89808  -0.08
C -3.57784 -4.27961 -5.00311  -0.09
C -2.44221 -3.47882 -4.96744  -0.08
C -2.15039 -2.74367 -3.83054  -0.12
C -3.36331 -2.48643 0.14343  -0.37
C -3.32493 -3.85465 0.42094  -0.10
C -3.87044 -4.35612 1.59114  -0.07
C -4.46563 -3.49672 2.50731  -0.09
C -4.52156 -2.13696 2.24229  -0.09
C -3.97679 -1.63881 1.06329  -0.11
P 1.59613 -3.52404 -1.11013  1.10
C 1.86612 -3.46783 0.70206  -0.38
C 2.61962 -2.41504 1.21526  -0.09
C 2.81049 -2.27514 2.58793  -0.06
C 2.27066 -3.21072 3.45519  -0.09
C 1.52802 -4.27717 2.95459  -0.10
C 1.31990 -4.39590 1.59213  -0.12
C 1.90122 -5.28967 -1.51953  -0.37
C 2.75064 -6.10969 -0.77954  -0.10
C 3.04383 -7.39953 -1.20462  -0.09
C 2.49636 -7.89286 -2.37831  -0.10
C 1.65833 -7.08258 -3.13340  -0.09
C 1.37389 -5.79347 -2.71160  -0.11
H -0.57741 -3.96229 -2.07495  0.05
H -0.63930 -4.11845 -0.31419  0.07
H -0.21857 -1.41584 -1.65956  0.04
H -0.61459 -1.76141 0.04197  0.04
H -4.77768 -3.65232 -1.90171  0.10
H -5.30209 -4.94760 -3.92008  0.10
H -3.80945 -4.85628 -5.88899  0.10
H -1.78644 -3.42521 -5.82706  0.10
H -1.26056 -2.12081 -3.81820  0.10
H -2.86624 -4.53418 -0.28623  0.11
H -3.82658 -5.41846 1.79307  0.11
H -4.89323 -3.89161 3.42033  0.10
H -5.00353 -1.46466 2.94192  0.10
H -4.02397 -0.57751 0.84995  0.08
H 3.05549 -1.69142 0.53940  0.09
H 3.38336 -1.43794 2.96491  0.09
H 2.43206 -3.11624 4.52222  0.10
H 1.09645 -5.00464 3.63051  0.11
H 0.72831 -5.22211 1.21366  0.11
H 3.19031 -5.74366 0.13928  0.10
H 3.70510 -8.01880 -0.61197  0.10
H 2.72698 -8.89721 -2.70886  0.10
H 1.23224 -7.45152 -4.05766  0.10
H 0.73488 -5.17127 -3.32901  0.09
F 3.00662 2.71313 1.65807  -0.12
P 2.56407 1.88485 2.94508  0.20
F 3.66256 0.77595 2.65210  -0.12
F 1.95566 0.96448 4.13309  -0.14
F 1.50430 0.96851 1.87709  -0.39
F 3.50056 2.68834 3.93346  -0.10
F 1.33659 2.91018 3.16386  -0.14
O -1.03566 1.59726 2.94911  -0.08
C -0.86000 0.22472 3.24690  -0.32
C -0.89647 -0.11424 4.69387  -0.04
C -0.82918 -1.64526 4.59457  -0.03
C -0.76090 -1.92775 3.09768  -0.38
O -0.77459 -2.97776 2.54467  0.13
N -0.71256 -0.66384 2.37714  0.21
H -1.79905 0.27051 5.16767  0.14
H -0.03284 0.34105 5.17863  0.13
H -1.71008 -2.14020 5.00055  0.13
H 0.05113 -2.06942 5.07495  0.12
F 2.07227 -0.16064 -0.70710  -0.38
P 2.79495 0.83840 -1.89893  0.21
F 1.70865 2.07830 -1.35342  -0.34
F 3.71514 -0.36284 -2.34200  -0.09
F 3.33150 1.83405 -2.99640  -0.09
F 3.80627 1.33056 -0.80068  -0.09
F 1.59022 0.35107 -2.84910  -0.15

Force components x, y, z for each atom (eV/Å):
1.6 -2.9 -1.8
0.2 0.3 0.1
-1.9 0.5 0.4
-1.6 0.8 0.8
-1.6 0.7 0.8
0.2 -0.4 0.3
0.0 0.2 -0.1
0.0 0.0 0.0
0.0 0.0 0.0
0.0 0.0 0.0
0.1 0.0 -0.1
-0.7 0.8 -0.2
0.1 -0.1 0.0
0.0 0.0 0.0
0.0 0.0 0.0
0.0 0.0 0.0
0.0 0.0 0.0
0.0 0.0 -0.1
0.1 -0.1 0.0
0.0 0.0 0.0
0.0 0.0 0.0
0.0 0.0 0.0
0.0 0.0 -0.1
0.0 0.0 0.1
0.0 0.0 0.0
0.0 0.0 0.0
0.0 0.0 0.0
0.0 0.0 0.0
0.0 0.0 0.0
0.0 0.0 0.0
0.0 0.0 0.0
0.0 0.0 0.0
0.0 0.0 0.0
0.0 0.0 0.0
0.0 0.0 0.0
0.0 0.0 0.0
0.0 0.0 0.0
0.0 0.0 0.0
-0.1 0.0 0.2
0.1 0.0 -0.1
-0.1 0.0 0.1
0.0 0.0 -0.1
0.0 0.0 0.0
0.0 0.0 0.0
0.0 0.0 0.0
-0.1 0.0 0.0
0.0 0.0 0.0
0.0 -0.1 0.0
0.0 0.0 0.0
0.0 0.0 0.0
0.0 0.0 0.0
0.0 0.0 0.0
0.0 0.0 0.0
0.1 -0.1 0.0
0.1 -0.1 0.1
0.0 0.1 0.0
0.0 0.0 0.0
0.0 -0.2 -0.1
0.3 -0.1 0.0
0.2 -0.1 -0.1
0.0 0.0 0.0
0.0 0.0 0.0
0.0 0.0 0.0
0.0 0.0 0.0
0.0 0.0 0.0
0.0 0.0 0.0
-0.1 0.0 0.0
0.0 -0.1 -0.1
0.1 0.0 0.0
0.0 0.0 0.0
0.0 0.0 0.0
0.0 0.0 0.0
0.0 0.0 0.0
0.0 0.0 0.0
0.0 0.0 0.0
0.0 0.0 0.0
0.0 0.0 0.0
0.0 0.0 0.0
0.0 0.0 0.0
0.0 0.0 0.0
0.0 -0.1 0.1
0.0 -0.1 0.0
0.0 0.0 0.0
0.0 0.0 0.0
0.0 0.0 0.0
0.0 0.0 0.0
0.0 0.0 0.0
0.0 0.0 0.0
0.0 0.0 0.0
0.0 0.0 0.0
0.0 0.0 0.0
-0.1 -0.1 -0.1
0.2 0.0 0.0
0.0 0.0 0.0
0.9 0.5 1.3
0.0 0.0 0.0
0.0 0.0 0.0
0.5 -0.2 0.0
-0.2 0.7 0.0
0.0 -0.2 0.0
0.0 0.0 0.0
0.1 0.3 0.1
-0.6 0.1 -0.1
0.1 -0.2 -0.1
0.0 0.0 0.0
0.0 0.0 0.0
0.0 0.0 0.0
0.0 0.0 0.0
1.3 -0.2 -0.8
0.0 0.0 -0.2
0.6 -0.1 -0.4
-0.1 0.1 0.0
0.0 0.0 0.0
0.1 0.1 0.1
-0.1 0.0 0.0

Output
Spin multiplicity = 1
Max |F| = 0.0729 hartree/bohr
E_tot = -5619.88165 Ha